*1*
DFT (wB97M-V/def2-TZVPD) results for the molecule C5H6IN.

Its total charge is 0. The calculation puts the frontier orbital gap at 8.74 eV. Its HOMO energy is -9.23 eV.

Each line ends with the natural charge from an NBO analysis.
Element x y z (Å)
H  -0.20086  -3.29507  -0.02006  0.36
N  -0.13201  -2.29903  0.32317  -0.62
C  0.21574  -1.45795  -0.51053  0.11
C  0.35753  0.00988  -0.15622  -0.03
I  2.72323  -0.02163  0.07682  -0.05
C  -0.13837  1.14936  -0.90947  -0.26
C  -0.80329  1.76898  0.12447  -0.12
C  -0.30442  0.66018  1.08460  -0.46
H  0.33106  -1.58740  -1.73771  0.15
H  -0.07603  1.23545  -1.98809  0.22
H  -1.49715  2.67383  0.28021  0.24
H  0.51987  1.04891  1.75030  0.22
H  -0.99529  0.11449  1.68252  0.23

*2*
DFT (wB97M-V/def2-TZVPD) results for the molecule C5H6IN.

Its total charge is 0. The calculation puts the frontier orbital gap (alpha / beta) at 6.80 / 8.02 eV. Its HOMO energy (alpha / beta) is -7.64 / -7.83 eV.

Each line ends with the natural charge from an NBO analysis.
Element x y z (Å)
C  -0.99651  0.70658  -0.14488  -0.12
C  1.48379  1.32315  0.09458  -0.16
C  -1.13006  -0.55272  0.08410  0.09
C  2.08940  0.17348  -0.07355  -0.23
C  -1.33122  -1.95778  -0.00892  -0.72
N  0.13876  1.62055  0.00797  -0.60
I  4.05892  -0.37710  0.00164  0.21
H  -1.88525  1.40388  -0.52787  0.19
H  1.84442  2.33714  0.41466  0.22
H  -0.37687  -2.47008  0.23036  0.25
H  -2.00293  -2.37152  0.70735  0.23
H  -1.69050  -2.34560  -0.98507  0.23
H  -0.20196  2.51000  0.19964  0.39

Quick one: most stable of them? *1*

*1*
DFT (wB97M-V/def2-TZVPD) results for a cluster of 2 separate species, C4H12N2S in total.

Its total charge is 0. The calculation puts the frontier orbital gap at 8.13 eV. Its HOMO energy is -8.66 eV.

Each line ends with the natural charge from an NBO analysis.
Element x y z (Å)
C  -0.66073  -0.85889  0.41980  -0.21
N  -0.64148  0.18396  -0.60768  -0.64
C  -0.98209  1.49132  -0.10507  -0.04
N  -1.30783  2.40119  -1.20818  -0.84
C  0.50799  -1.82973  0.20595  -0.42
C  1.93995  -1.30985  -0.08131  -0.55
S  2.31636  0.19212  0.84515  -0.06
H  -0.56490  -0.34226  1.38318  0.17
H  -1.57456  -1.46515  0.46620  0.20
H  0.23117  0.16531  -1.11942  0.37
H  -0.13755  1.89418  0.47094  0.17
H  -1.85528  1.33048  0.54053  0.15
H  -1.99793  1.93250  -1.78309  0.36
H  -1.66423  3.28615  -0.89771  0.36
H  0.60427  -2.35417  1.16685  0.21
H  0.15233  -2.53067  -0.55240  0.22
H  2.67040  -2.07265  0.14745  0.23
H  2.10593  -1.03396  -1.13071  0.21
H  0.85817  0.92012  1.83951  0.11

*2*
DFT (wB97M-V/def2-TZVPD) results for the molecule C4H12N2S.

Its total charge is 0. The calculation puts the frontier orbital gap at 9.80 eV. Its HOMO energy is -8.83 eV.

Each line ends with the natural charge from an NBO analysis.
Element x y z (Å)
N  -1.67748  2.15303  0.92144  -0.84
C  -0.22183  2.15240  0.62102  -0.24
C  0.12634  1.13099  -0.42786  -0.23
N  -0.21209  -0.25282  -0.03937  -0.63
C  0.89061  -1.16094  -0.31033  -0.23
C  0.72896  -2.57863  0.08188  -0.51
S  -0.65812  -3.41276  -0.79093  -0.06
H  -2.08753  2.97961  0.50553  0.36
H  -2.10032  1.37510  0.42603  0.36
H  0.08506  3.12846  0.22904  0.19
H  0.34792  2.09386  1.54861  0.18
H  1.19982  1.21306  -0.67207  0.18
H  -0.33907  1.32671  -1.39924  0.19
H  -0.29840  -0.22972  0.97490  0.35
H  1.81055  -0.78541  0.17006  0.17
H  1.18960  -1.09567  -1.36062  0.19
H  1.57225  -3.15350  -0.29312  0.23
H  0.73914  -2.60524  1.16941  0.21
H  -1.09541  -2.27854  -1.35438  0.14

*3*
DFT (wB97M-V/def2-TZVPD) results for the molecule C4H12N2S.

Its total charge is 0. The calculation puts the frontier orbital gap at 9.55 eV. Its HOMO energy is -8.61 eV.

Each line ends with the natural charge from an NBO analysis.
Element x y z (Å)
C  -0.97148  -1.73876  -0.52416  -0.61
C  0.15397  -0.77813  -0.24603  -0.07
C  0.49564  -0.83679  1.24966  -0.50
S  2.20219  -1.41121  1.67853  -0.06
N  -0.29223  0.60959  -0.59061  -0.68
C  0.34015  1.90575  -0.27574  -0.04
N  -0.54738  2.98858  -0.61820  -0.81
H  -1.83013  -1.51435  0.11147  0.22
H  -1.31235  -1.88776  -1.54395  0.22
H  -0.67382  -2.73101  -0.16131  0.21
H  1.07664  -0.91320  -0.82260  0.19
H  0.58916  0.15637  1.67834  0.22
H  -0.25256  -1.35047  1.84730  0.22
H  2.00763  -2.73459  1.54943  0.12
H  -0.58428  0.54284  -1.55100  0.35
H  0.51213  1.93295  0.79475  0.18
H  1.30203  1.96846  -0.78952  0.16
H  -0.77108  2.95104  -1.61068  0.34
H  -1.44422  2.84071  -0.17567  0.36

Quick one: most stable of them? *3*

*1*
DFT (wB97M-V/def2-TZVPD) results for a cluster of 2 separate species, C4H12N2S in total.

Its total charge is 0. The calculation puts the frontier orbital gap at 7.65 eV. Its HOMO energy is -8.79 eV.

Each line ends with the natural charge from an NBO analysis.
Element x y z (Å)
C  0.13999  0.96775  0.40282  -0.26
N  1.12026  0.30343  -0.48734  -0.62
C  2.05893  -0.61584  0.17120  -0.04
N  1.42616  -1.90574  0.07980  -0.86
C  -1.13889  1.26273  -0.34472  -0.40
C  -1.77726  -0.10994  -0.78939  -0.60
S  -1.97590  -1.10015  0.63608  0.03
H  -0.02609  0.20494  1.18227  0.21
H  0.51866  1.86226  0.94203  0.18
H  1.65411  0.98705  -0.83940  0.35
H  2.32780  -0.28966  1.19689  0.14
H  2.97264  -0.65929  -0.44994  0.18
H  1.93775  -2.68825  0.38086  0.36
H  0.47323  -1.99121  0.36418  0.37
H  -1.85353  1.86566  0.25644  0.21
H  -0.89927  1.78451  -1.27511  0.21
H  -2.78391  0.05894  -1.15904  0.21
H  -1.22261  -0.52685  -1.61030  0.26
H  -2.95207  0.58966  1.34266  0.07

*2*
DFT (wB97M-V/def2-TZVPD) results for a cluster of 3 separate species, C4H12N2S in total.

Its total charge is 0. The calculation puts the frontier orbital gap at 8.30 eV. Its HOMO energy is -8.91 eV.

Each line ends with the natural charge from an NBO analysis.
Element x y z (Å)
C  -2.21158  -1.22121  -1.48716  -0.41
C  -0.18739  -1.70854  -2.72034  -0.65
C  1.01855  0.64863  3.91177  -0.84
C  -1.60669  -1.95080  -2.38818  -0.17
N  2.02182  2.82477  -0.35189  -1.07
N  -1.01429  -0.48291  2.18214  -0.70
S  0.10773  0.45836  2.20748  0.85
H  2.10298  3.18020  0.57237  0.35
H  -3.22325  -1.27226  -1.05561  0.20
H  -1.65387  -0.55240  -0.82029  0.18
H  0.16455  -2.67411  -3.15186  0.21
H  0.27025  -1.52688  -1.77524  0.22
H  -0.27162  -0.85674  -3.33010  0.23
H  1.85525  -0.09473  3.89262  0.24
H  1.16413  1.70632  3.95172  0.22
H  0.42112  0.33082  4.70642  0.23
H  -2.13841  -2.65403  -2.92749  0.19
H  1.19718  2.29160  -0.39660  0.35
H  1.98353  3.55392  -1.01977  0.36

Quick one: most stable of them? *1*

*1*
DFT (wB97M-V/def2-TZVPD) results for the molecule C4H12N2S.

Its total charge is 0. The calculation puts the frontier orbital gap at 9.44 eV. Its HOMO energy is -8.45 eV.

Each line ends with the natural charge from an NBO analysis.
Element x y z (Å)
C  2.19746  -1.33287  -0.64398  -0.41
N  0.78476  -0.71477  -1.09977  -0.70
C  -0.02856  -0.17190  0.08052  -0.05
C  0.06453  1.30981  -0.00229  -0.23
N  -0.47531  1.91955  1.26347  -0.90
C  -1.54994  -0.67252  -0.27483  -0.52
S  -2.85336  -0.25298  1.01448  -0.06
H  2.50540  -0.95054  0.34245  0.21
H  2.85758  -1.13693  -1.47251  0.21
H  2.30720  -2.45058  -0.49701  0.18
H  0.08100  -0.96761  -1.81068  0.38
H  0.45453  -0.64837  0.98503  0.20
H  1.10726  1.68762  0.01967  0.20
H  -0.50832  1.62895  -0.91394  0.19
H  -0.79801  1.36419  2.05306  0.37
H  0.06869  2.63767  1.70301  0.36
H  -1.44884  -1.80476  -0.23099  0.23
H  -1.73613  -0.47646  -1.29926  0.20
H  -3.02992  1.03250  0.78357  0.14

*2*
DFT (wB97M-V/def2-TZVPD) results for the molecule C4H12N2S.

Its total charge is 0. The calculation puts the frontier orbital gap at 9.48 eV. Its HOMO energy is -8.66 eV.

Each line ends with the natural charge from an NBO analysis.
Element x y z (Å)
C  2.04139  -1.97940  -2.31965  -0.41
N  1.01080  -0.99272  -2.00386  -0.61
C  0.69449  -0.96016  -0.59300  -0.21
C  -0.03132  0.31432  -0.17844  -0.07
N  -1.30375  0.46120  -0.86116  -0.81
C  -0.05359  0.36390  1.35695  -0.54
S  -1.15465  1.57717  2.12266  -0.04
H  2.28338  -1.91109  -3.37806  0.20
H  1.66587  -2.97985  -2.10831  0.19
H  2.95722  -1.82622  -1.74090  0.16
H  1.28427  -0.08999  -2.36738  0.35
H  0.05386  -1.82036  -0.36543  0.18
H  1.61499  -1.01997  0.02058  0.16
H  0.63637  1.12093  -0.51681  0.18
H  -1.71803  1.34975  -0.59160  0.36
H  -1.95108  -0.24202  -0.48980  0.34
H  -0.38712  -0.60081  1.75129  0.21
H  0.96724  0.48816  1.70695  0.23
H  -2.21818  0.77790  2.21164  0.12

*3*
DFT (wB97M-V/def2-TZVPD) results for a cluster of 3 separate species, C4H12N2S in total.

Its total charge is 0. The calculation puts the frontier orbital gap at 2.68 eV. Its HOMO energy is -7.01 eV.

Each line ends with the natural charge from an NBO analysis.
Element x y z (Å)
N  1.18758  0.63100  1.71496  -1.06
C  0.24523  -0.84523  -1.30324  -0.23
C  1.05474  -1.66293  -0.62966  -0.32
S  4.04318  0.46950  0.14541  -0.45
C  -1.18627  -0.60199  -0.87598  -0.38
N  -1.39754  0.38593  0.07572  -0.10
C  -2.79988  0.78272  0.13129  -0.49
H  0.37516  1.11463  1.35545  0.37
H  1.04590  0.60757  2.72361  0.35
H  0.74013  -0.08636  -1.90148  0.21
H  2.12287  -1.58958  -0.77351  0.23
H  0.69083  -2.09576  0.29858  0.19
H  4.48955  1.45315  -0.62594  0.10
H  -1.50973  -1.62961  -0.57721  0.29
H  -1.81707  -0.50720  -1.78572  0.22
H  2.08847  1.07332  1.57931  0.39
H  -2.93934  1.37847  1.02651  0.22
H  -3.41799  -0.11950  0.25784  0.22
H  -3.01581  1.24185  -0.83592  0.24

*4*
DFT (wB97M-V/def2-TZVPD) results for a cluster of 2 separate species, C4H12N2S in total.

Its total charge is 0. The calculation puts the frontier orbital gap at 9.27 eV. Its HOMO energy is -8.40 eV.

Each line ends with the natural charge from an NBO analysis.
Element x y z (Å)
N  2.07490  -1.32380  1.36396  -0.84
C  1.92680  -1.53887  -0.04229  -0.08
C  2.11869  -0.58777  -0.94372  -0.05
N  2.07180  -0.81576  -2.35089  -0.84
H  3.01292  -1.49096  1.69316  0.37
H  1.49771  -1.97667  1.86244  0.36
H  1.67670  -2.55971  -0.32093  0.17
H  2.37214  0.42998  -0.65629  0.18
H  2.48483  -0.06364  -2.88272  0.37
H  1.10450  -0.92443  -2.64306  0.37
C  -0.56027  0.82308  1.42694  -0.62
C  -1.72964  0.22396  0.64070  -0.51
S  -2.75158  1.55777  -0.06946  -0.06
H  -0.70754  1.84271  1.77976  0.21
H  0.33930  0.79453  0.81709  0.22
H  -0.31262  0.21669  2.29735  0.22
H  -1.32676  -0.30336  -0.21941  0.21
H  -2.31994  -0.43513  1.26513  0.21
H  -3.27156  0.84357  -1.07296  0.12

Quick one: most stable of them? *2*

*1*
DFT (wB97M-V/def2-TZVPD) results for the molecule C4H12N2S.

Its total charge is 0. The calculation puts the frontier orbital gap at 9.00 eV. Its HOMO energy is -8.61 eV.

Each line ends with the natural charge from an NBO analysis.
Element x y z (Å)
C  -0.35986  -2.06596  -0.70421  -0.63
C  -0.00947  -0.62442  -0.32049  -0.12
C  -1.11444  0.18322  -0.99945  -0.35
S  -0.53346  1.83323  -1.85838  -0.33
N  -0.05023  -0.36310  1.10926  -0.61
C  1.36987  -0.55254  1.60965  -0.04
N  1.42326  -0.15584  2.98389  -0.84
H  -1.07075  -2.42764  0.02689  0.20
H  0.48267  -2.77012  -0.62772  0.22
H  -0.58744  -2.21019  -1.76372  0.23
H  0.86709  -0.31921  -0.88594  0.23
H  -1.70910  0.69575  -0.26903  0.23
H  -1.85330  -0.28246  -1.66482  0.22
H  -0.87043  3.02647  -2.25942  0.20
H  -0.53988  -1.14523  1.52301  0.34
H  2.06227  -0.00651  0.92561  0.17
H  1.55080  -1.64081  1.39197  0.15
H  1.69866  -1.00869  3.47559  0.36
H  0.54235  0.19149  3.31571  0.38

*2*
DFT (wB97M-V/def2-TZVPD) results for a cluster of 2 separate species, C4H12N2S in total.

Its total charge is 0. The calculation puts the frontier orbital gap at 5.32 eV. Its HOMO energy is -7.61 eV.

Each line ends with the natural charge from an NBO analysis.
Element x y z (Å)
C  -1.28745  0.56403  0.22316  -0.24
N  -0.35665  -0.34422  0.88553  -0.57
C  -0.31242  -1.64594  0.19498  -0.01
C  1.03683  -1.81614  -0.42181  -0.66
S  1.42407  -0.68978  -1.70495  -0.28
C  -1.12374  2.06252  0.60744  -0.23
N  -0.43119  2.26598  1.86869  -0.82
H  -1.19459  0.69500  -0.86925  0.20
H  -2.29311  0.15946  0.40810  0.17
H  0.53623  0.13010  0.73438  0.39
H  -1.07010  -1.54710  -0.71038  -0.01
H  -0.58633  -2.44406  0.87955  0.22
H  1.81762  -1.81412  0.39896  0.31
H  1.13061  -2.91047  -0.71599  0.22
H  -1.55403  -1.71177  -1.47514  0.25
H  -0.41192  2.42538  -0.13893  0.19
H  -2.11310  2.54020  0.43127  0.18
H  -0.00873  3.19393  1.89542  0.36
H  -1.12506  2.32393  2.61872  0.35

Quick one: most stable of them? *1*

*1*
DFT (wB97M-V/def2-TZVPD) results for the molecule C5H5N3O.

Its total charge is 0. The calculation puts the frontier orbital gap at 9.72 eV. Its HOMO energy is -9.16 eV.

Each line ends with the natural charge from an NBO analysis.
Element x y z (Å)
C  0.29975  -1.16474  0.92439  -0.07
C  1.03537  -1.00598  -0.00742  0.02
C  1.54442  -0.57249  -1.27962  -0.17
O  0.58264  0.41147  -1.75762  -0.38
N  0.64488  1.43830  -0.78549  -0.13
C  -0.34379  1.36121  -0.02373  0.23
N  -1.45920  0.46519  0.03024  -0.49
N  -1.80554  -0.13868  1.20961  -0.20
C  -0.92291  -0.98374  1.66868  -0.03
H  1.56872  -1.37115  -2.05520  0.23
H  2.54440  -0.08466  -1.20157  0.22
H  -0.35711  2.10126  0.81046  0.18
H  -2.27086  0.97861  -0.19086  0.38
H  -1.06076  -1.43459  2.65814  0.22

*2*
DFT (wB97M-V/def2-TZVPD) results for a cluster of 2 separate species, C5H5N3O in total.

Its total charge is 0. The calculation puts the frontier orbital gap at 7.80 eV. Its HOMO energy is -8.96 eV.

Each line ends with the natural charge from an NBO analysis.
Element x y z (Å)
C  -1.95648  -1.75731  -0.30875  -0.09
C  -0.42027  1.08530  0.25259  0.30
C  0.62333  0.03046  0.61529  0.48
C  2.03169  0.13845  -0.14587  -0.17
C  3.26349  -0.55610  -0.53521  -0.24
H  -2.13494  -2.46854  -1.16090  0.23
H  -1.64410  -1.81202  0.75723  0.24
H  -2.27289  1.56515  -0.23905  0.38
H  -0.59203  2.85715  -0.69246  0.34
H  4.28415  -1.54043  -1.26151  0.34
N  -1.81185  -0.44245  -0.79228  -0.28
N  -1.72398  0.68688  0.33615  -0.49
N  0.18464  2.21082  -0.17457  -0.55
O  0.57095  -1.17910  0.96790  -0.48

*3*
DFT (wB97M-V/def2-TZVPD) results for the molecule C5H5N3O.

Its total charge is 0. The calculation puts the frontier orbital gap at 9.72 eV. Its HOMO energy is -9.80 eV.

Each line ends with the natural charge from an NBO analysis.
Element x y z (Å)
N  1.36051  -1.32017  1.81837  -0.87
C  0.97105  0.00131  1.54928  0.66
O  1.34318  0.88239  2.23679  -0.56
C  0.15711  0.19327  0.21837  0.03
C  0.25503  -0.67092  -0.71831  -0.03
N  -0.47971  -0.51116  -1.88647  -0.36
C  -1.24653  0.59798  -1.97274  0.00
C  -1.35441  1.46202  -0.84484  0.02
N  -0.61246  1.28072  0.24100  -0.33
H  0.62481  -2.12358  1.35209  0.42
H  1.88636  -1.21522  2.59643  0.41
H  0.83153  -1.59332  -0.68976  0.22
H  -1.64667  0.84208  -2.97405  0.21
H  -2.08981  2.17459  -0.92615  0.19

Quick one: most stable of them? *3*